[1]
The following is a DFT calculation (the ωB97M-V functional and the def2-TZVPD basis) of a molecular structure, C15H40BaNO12P2.

CARTESIAN COORDINATES (ANGSTROEM)
Ba  21.83749  -2.15916  3.36324
O  20.64552  -2.56322  1.07007
H  20.63441  -1.73814  0.56806
O  19.72088  -3.50216  4.21218
H  19.05641  -3.47059  4.90151
O  22.67105  -4.79047  2.51958
H  23.57594  -5.08554  2.67525
C  24.42251  -4.12348  5.24654
O  24.12119  -2.95348  5.08885
N  24.34256  -4.84713  6.37797
C  23.89239  -4.31277  7.63452
C  24.60049  -6.27411  6.30628
H  24.57863  -4.78674  4.38018
H  22.90150  -4.71616  7.83530
H  23.78058  -3.22910  7.58668
H  24.53525  -4.39398  8.51609
H  25.65966  -6.51930  6.20962
H  24.23372  -6.82154  7.17508
H  24.06438  -6.74947  5.48217
C  22.56676  0.78446  10.30747
C  22.13047  -0.52016  9.66194
O  22.25194  -0.46137  8.26138
P  21.35125  -1.28896  7.20455
O  21.98968  -1.38100  5.87512
O  21.06258  -2.66671  7.93762
C  20.11285  -3.52595  7.29161
C  19.82303  -4.69250  8.24182
O  19.91571  -0.56398  7.19126
C  19.54263  0.52641  6.32921
C  19.17675  1.72449  7.20773
H  22.46359  0.72221  11.39186
H  23.63226  0.93133  10.12921
H  21.96393  1.61524  9.94275
H  22.74724  -1.30899  10.10878
H  21.12936  -0.81729  9.98995
H  19.14396  -3.03881  7.16154
H  20.53683  -3.88074  6.34848
H  20.68360  -5.36144  8.27830
H  19.59399  -4.27965  9.22684
H  18.96578  -5.28738  7.93005
H  20.33700  0.69245  5.60442
H  18.70005  0.11762  5.77080
H  20.02006  1.82127  7.89291
H  18.94395  2.61059  6.62546
H  18.31023  1.44326  7.80693
C  21.98527  3.06451  5.53730
C  21.70578  3.25119  4.05084
O  20.44752  2.70645  3.65356
P  20.37945  1.45332  2.70652
O  21.25779  0.33586  3.08583
O  18.84463  1.04500  2.69922
C  18.29264  -0.05407  1.92722
C  17.53579  0.57860  0.72287
O  20.66054  2.03317  1.24127
C  21.71061  1.45987  0.43426
C  21.83530  2.41607  -0.73618
H  22.18932  1.99438  5.62596
H  22.87466  3.57044  5.91012
H  21.14119  3.37930  6.14018
H  21.79650  4.31482  3.80322
H  22.47327  2.85909  3.37654
H  19.12212  -0.64448  1.53273
H  17.59199  -0.59091  2.55560
H  16.96384  1.47649  0.95146
H  18.11540  0.63621  -0.19287
H  16.72087  -0.14711  0.57983
H  22.64982  1.33735  0.97417
H  21.41772  0.46597  0.09035
H  22.44983  2.04681  -1.56026
H  20.87639  2.64786  -1.20981
H  22.16757  3.42916  -0.49353

The value obtained for the energy is -61541.30004 eV. The energy above the lowest of the compared OMol25 structures with the same formula, charge and spin comes out at 5.1 kcal/mol. Its HOMO-LUMO gap is 5.05 eV. As for the charge: -1. Its multiplicity is 1.


[2]
The following is a DFT calculation (the ωB97M-V functional and the def2-TZVPD basis) of a molecular structure, C15H40BrFN11NbO6P.

CARTESIAN COORDINATES (ANGSTROEM)
C  -4.00749  -0.61052  0.11270
C  -2.83488  -0.46853  -0.14555
C  -1.44232  0.00554  -0.19685
Nb  0.04685  -1.37459  0.84592
N  1.43492  -2.83720  1.48942
C  1.13132  0.30759  1.95385
C  0.44001  1.61203  2.18395
O  0.99182  2.63216  1.92644
Br  -1.40367  1.76793  2.89899
C  -1.36612  -1.82116  2.61328
F  -1.92630  -3.13521  2.54534
C  -0.81528  -1.55999  4.02104
C  0.34584  -2.46980  4.48031
P  1.53003  -1.15147  -1.27428
C  1.55375  -2.89145  -2.02271
C  3.31235  -0.81291  -0.81101
H  -5.06934  -0.58809  0.10915
H  -1.19350  -0.03510  -1.26813
H  -1.37514  1.06703  0.06980
H  -0.81906  -2.74056  -0.01618
H  1.11884  -3.76758  1.21475
H  2.31589  -2.75341  0.98173
H  2.06537  0.53503  1.42096
H  1.45602  -0.06639  2.93859
H  -2.23068  -1.14751  2.49296
H  -0.51945  -0.52644  4.20863
H  -1.64974  -1.76208  4.72178
H  0.46355  -2.34031  5.56878
H  1.29206  -2.13244  4.05105
H  0.16729  -3.52662  4.28725
H  1.46974  -2.87242  -3.11144
H  2.51558  -3.33486  -1.72350
H  0.78238  -3.50441  -1.55420
H  3.59110  -1.06645  0.21180
H  3.54926  0.24554  -0.95339
H  3.93381  -1.38810  -1.51069
C  -1.26180  4.85783  -0.70414
O  -1.05229  5.42751  -1.76958
N  -2.52638  4.63227  -0.23483
N  -0.26404  4.40410  0.09461
H  -2.72086  4.16429  0.63127
H  -3.29161  4.95382  -0.79939
H  0.67622  4.55034  -0.21971
H  -0.40852  3.93267  0.96619
C  6.11721  0.76705  1.39693
O  5.47759  -0.13679  0.89726
N  6.42935  1.91149  0.71326
N  6.57797  0.71910  2.68568
H  6.95305  2.66954  1.10540
H  6.10481  1.98038  -0.23326
H  6.36457  -0.10502  3.21601
H  7.10466  1.45359  3.11687
C  -2.03402  2.12177  -4.34087
O  -2.48768  1.12760  -3.81249
N  -1.43593  2.09278  -5.58077
N  -2.07751  3.35464  -3.75995
H  -1.05400  2.90079  -6.03360
H  -1.38491  1.20400  -6.04178
H  -2.50586  3.42007  -2.85341
H  -1.70815  4.18613  -4.18155
C  -5.58177  4.35933  -5.06629
O  -5.53605  4.66581  -3.88879
N  -4.58099  3.67856  -5.69429
N  -6.65348  4.67789  -5.86352
H  -4.60577  3.42093  -6.66165
H  -3.77664  3.42642  -5.14068
H  -7.40870  5.17850  -5.43523
H  -6.71584  4.43732  -6.83346
C  1.54746  -6.54015  3.55221
O  2.11619  -5.49637  3.79371
N  0.20553  -6.59838  3.29523
N  2.20004  -7.74920  3.51308
H  -0.28640  -7.44626  3.09120
H  -0.30309  -5.73000  3.31084
H  3.18537  -7.74163  3.69512
H  1.74743  -8.61991  3.31382

The value obtained for the energy is -128479.08849 eV. Its HOMO-LUMO gap is 5.81 eV. As for the charge: -1. Its multiplicity is 1.


[3]
The following is a DFT calculation (the ωB97M-V functional and the def2-TZVPD basis) of a molecular structure, C15H40BrO17S5V.

CARTESIAN COORDINATES (ANGSTROEM)
O  0.84598  0.20698  1.31308
V  0.74499  -0.85518  0.12719
O  0.83707  -2.31093  0.78139
Br  3.05349  -0.33820  -0.95917
O  -0.03199  3.48300  -1.67804
S  -0.67847  2.22296  -1.72436
O  -0.12198  1.09473  -1.08350
O  -2.14986  2.36041  -1.16091
C  -2.94808  3.47763  -1.63341
C  -3.84652  3.94196  -0.50785
C  -0.97997  1.83553  -3.41431
H  -3.53569  3.18709  -2.50442
H  -2.25659  4.28344  -1.87948
H  -3.24891  4.29716  0.33154
H  -4.50813  3.15241  -0.15732
H  -4.38158  4.82801  -0.85260
H  -1.75445  1.08319  -3.53717
H  -0.04171  1.49757  -3.85189
H  -1.28132  2.75041  -3.92321
O  -0.01389  -1.41617  -1.90911
S  -0.02401  -2.47384  -2.86586
O  0.21131  -2.17839  -4.24076
O  1.00214  -3.48913  -2.33586
C  1.32790  -4.63758  -3.15859
C  2.79249  -4.58911  -3.56190
C  -1.54554  -3.34541  -2.67768
H  0.69222  -4.74127  -4.03669
H  1.14204  -5.50039  -2.51936
H  2.92502  -5.26970  -4.40757
H  3.44504  -4.98390  -2.78646
H  3.08247  -3.58594  -3.86240
H  -2.38594  -2.66241  -2.77586
H  -1.51434  -3.82390  -1.70075
H  -1.62949  -4.08907  -3.46819
O  -2.15642  -3.21770  0.70277
S  -2.42789  -1.83315  0.72713
O  -1.41378  -0.87946  0.38616
O  -3.64074  -1.60098  -0.23915
C  -3.87844  -0.23311  -0.66505
C  -5.38518  -0.06793  -0.70986
C  -3.11301  -1.38646  2.29730
H  -3.49243  -0.06109  -1.66718
H  -3.45646  0.45278  0.06357
H  -5.81940  -0.11867  0.28747
H  -5.85836  -0.82006  -1.33916
H  -5.59114  0.90689  -1.15686
H  -2.58903  -1.96935  3.04882
H  -4.18863  -1.51190  2.27285
H  -2.85633  -0.33541  2.43896
O  3.48185  5.97184  0.86358
S  3.01527  4.65071  1.02772
O  3.58279  3.81643  2.03024
O  1.47229  4.76431  1.29897
C  0.81239  3.55108  1.75107
C  -0.60978  3.97463  2.04860
C  3.07762  3.79823  -0.50956
H  1.31842  3.11271  2.60460
H  0.81492  2.88219  0.89117
H  -1.07292  4.39163  1.15481
H  -0.60199  4.82553  2.73796
H  -1.17109  3.17579  2.52874
H  4.12809  3.79346  -0.79896
H  2.53859  4.37237  -1.25876
H  2.69668  2.78702  -0.38979
O  3.18126  -4.40636  1.85954
S  3.35701  -3.63759  3.02125
O  4.39815  -3.91747  3.95376
O  3.49089  -2.13504  2.57482
C  3.99290  -1.19044  3.51607
C  3.97968  0.18387  2.88471
C  1.80310  -3.59263  3.86371
H  5.01276  -1.42494  3.82894
H  3.43295  -1.16769  4.45879
H  4.40992  0.91637  3.56898
H  2.96851  0.51106  2.63860
H  4.55309  0.20622  1.95840
H  1.87040  -3.00273  4.77211
H  1.63954  -4.62415  4.18547
H  1.07021  -3.32278  3.10820

The value obtained for the energy is -200917.35343 eV. The energy above the lowest of the compared OMol25 structures with the same formula, charge and spin comes out at 0.0 kcal/mol. Its HOMO-LUMO gap is 8.29 eV. As for the charge: 0. Its multiplicity is 1.